{
  "formula": "C32H24F3N8O2PdS",
  "method": "ωB97M-V/def2-TZVPD",
  "species": ["Pd", "N", "C", "C", "C", "C", "C", "C", "S", "O", "O", "N", "C", "N", "C", "C", "C", "N", "H", "H", "H", "H", "H", "H", "H", "H", "H", "N", "C", "C", "C", "C", "C", "C", "C", "C", "C", "C", "C", "C", "N", "C", "C", "C", "C", "N", "H", "H", "H", "H", "H", "H", "H", "H", "H", "H", "F", "C", "F", "F", "C", "C", "C", "N", "C", "C", "H", "H", "H", "H", "H"],
  "coordinates": [[1.592, 0.157, -0.138], [-3.446, -0.536, -5.918], [-2.258, -0.080, -5.412], [-1.080, -0.170, -6.166], [0.118, 0.263, -5.643], [0.180, 0.775, -4.347], [-0.982, 0.877, -3.598], [-2.190, 0.463, -4.124], [1.795, 1.283, -3.810], [2.036, -1.476, -1.952], [2.661, 0.064, -3.858], [1.527, 1.577, -2.153], [1.295, 2.829, -1.856], [0.831, 3.740, -2.749], [0.478, 4.917, -2.308], [0.554, 5.313, -0.952], [1.149, 4.438, -0.102], [1.544, 3.224, -0.560], [-3.516, -0.729, -6.901], [-4.302, -0.289, -5.456], [-1.117, -0.576, -7.169], [1.018, 0.190, -6.241], [-0.948, 1.289, -2.599], [-3.095, 0.551, -3.535], [0.112, 5.616, -3.053], [0.224, 6.284, -0.620], [1.361, 4.643, 0.937], [-1.563, -2.224, 9.616], [-1.267, -1.998, 8.530], [-0.896, -1.714, 7.169], [-1.679, -2.195, 6.123], [-1.322, -1.915, 4.816], [-0.186, -1.157, 4.550], [0.595, -0.680, 5.597], [0.242, -0.956, 6.907], [0.199, -0.853, 3.140], [-0.319, 0.303, 2.565], [-1.284, 1.181, 3.200], [-1.622, 2.121, 2.290], [-0.838, 1.820, 1.110], [-0.074, 0.772, 1.268], [1.057, -1.750, 2.504], [1.628, -2.953, 3.091], [2.468, -3.463, 2.170], [2.406, -2.560, 1.022], [1.557, -1.593, 1.220], [-2.561, -2.783, 6.340], [-1.927, -2.287, 3.999], [1.480, -0.093, 5.388], [0.843, -0.587, 7.727], [-1.659, 1.060, 4.202], [-2.322, 2.933, 2.394], [-0.858, 2.359, 0.173], [1.408, -3.325, 4.077], [3.089, -4.341, 2.242], [2.983, -2.611, 0.110], [3.499, 0.018, 0.613], [2.364, 2.284, 0.232], [3.606, 2.420, -0.208], [2.305, 2.688, 1.507], [-1.163, -2.818, -3.038], [-1.954, -2.216, -2.059], [-1.350, -1.355, -1.170], [-0.040, -1.096, -1.213], [0.717, -1.728, -2.100], [0.196, -2.584, -3.064], [-1.611, -3.479, -3.767], [-3.016, -2.403, -2.003], [-1.916, -0.831, -0.408], [2.387, -1.007, -2.787], [0.852, -3.045, -3.788]],
  "de_lowest_kcal_mol": 9.3,
  "total_charge": 1,
  "orbital_gap_ha": [0.24685, 0.17992],
  "e_homo_ev": [-10.62, -10.62],
  "s_squared": 6.0859,
  "spin_multiplicity": 5
}


{
  "formula": "C5H5N3O2",
  "method": "ωB97M-V/def2-TZVPD",
  "species": ["C", "C", "C", "C", "C", "N", "N", "N", "O", "O", "H", "H", "H", "H", "H"],
  "coordinates": [[0.034, 0.840, -1.301], [-1.187, -0.813, -2.787], [0.096, 1.374, -2.596], [-0.218, 0.375, -0.076], [0.500, 1.084, 1.011], [-1.177, 0.046, -3.679], [-0.436, 1.207, -3.713], [-1.527, -1.794, -2.133], [-1.099, -0.601, 0.261], [0.839, 1.985, -1.689], [0.296, 0.868, 2.105], [0.307, 2.304, 0.991], [1.630, 1.104, 0.901], [-1.541, -1.001, -0.534], [-1.189, -2.770, -2.198]],
  "orbital_gap_ha": [0.22253, 0.25130],
  "e_homo_ev": [-5.49, -9.30],
  "s_squared": 2.0082,
  "spin_multiplicity": 3
}


{
  "formula": "C23H30N4O5",
  "method": "ωB97M-V/def2-TZVPD",
  "species": ["C", "C", "C", "C", "N", "C", "O", "C", "C", "C", "O", "N", "C", "C", "O", "N", "C", "C", "C", "C", "C", "O", "C", "C", "C", "C", "C", "C", "C", "C", "N", "O", "H", "H", "H", "H", "H", "H", "H", "H", "H", "H", "H", "H", "H", "H", "H", "H", "H", "H", "H", "H", "H", "H", "H", "H", "H", "H", "H", "H", "H", "H"],
  "coordinates": [[-2.727, -4.546, -1.771], [-2.390, -3.481, -0.796], [-1.317, -3.297, 0.024], [-1.607, -2.072, 0.681], [-0.860, -1.394, 1.615], [0.307, -1.835, 2.165], [0.779, -2.932, 1.968], [0.980, -0.795, 3.047], [1.890, 0.074, 2.171], [1.059, 0.889, 1.199], [-0.017, 1.380, 1.514], [1.567, 1.072, -0.035], [0.721, 1.758, -0.994], [-0.559, 0.945, -1.268], [-0.536, -0.266, -1.364], [-1.650, 1.698, -1.432], [-2.972, 1.188, -1.708], [-4.005, 1.888, -0.805], [-3.965, 1.409, 0.654], [-3.173, 2.509, 1.360], [-3.578, 3.734, 0.544], [-3.724, 3.288, -0.794], [2.754, 0.449, -0.519], [2.624, -0.695, -1.296], [3.755, -1.312, -1.792], [5.004, -0.785, -1.511], [5.143, 0.362, -0.743], [6.506, 0.915, -0.457], [4.005, 1.000, -0.239], [4.138, 2.247, 0.581], [-2.763, -1.594, 0.284], [-3.255, -2.463, -0.639], [-2.012, -5.358, -1.688], [-3.732, -4.921, -1.584], [-2.700, -4.146, -2.784], [-0.450, -3.905, 0.156], [-1.154, -0.439, 1.790], [1.582, -1.313, 3.794], [0.238, -0.167, 3.541], [2.448, 0.768, 2.805], [2.599, -0.555, 1.633], [0.464, 2.746, -0.601], [1.276, 1.865, -1.928], [-1.626, 2.697, -1.287], [-2.977, 0.113, -1.531], [-3.219, 1.387, -2.758], [-4.998, 1.731, -1.246], [-4.978, 1.362, 1.053], [-3.508, 0.425, 0.734], [-2.102, 2.324, 1.283], [-3.438, 2.614, 2.409], [-4.538, 4.136, 0.900], [-2.838, 4.538, 0.551], [1.635, -1.081, -1.492], [3.665, -2.204, -2.392], [5.888, -1.272, -1.896], [6.681, 0.971, 0.617], [7.275, 0.289, -0.901], [6.605, 1.923, -0.861], [4.690, 3.006, 0.029], [4.688, 2.042, 1.499], [3.164, 2.650, 0.844]],
  "de_lowest_kcal_mol": 3.6,
  "smiles": "Cc1cc(NC(=O)CCC(=O)N(CC(=O)NC[C@H]2CCCO2)c2cccc(C)c2C)no1",
  "orbital_gap_ha": 0.34862,
  "e_homo_ev": -8.87,
  "spin_multiplicity": 1
}


| no. | E (Eh) |
| --- | --- |
| 1 | -2647.6585 |
| 2 | -507.9376 |
| 3 | -1489.7012 |